{"formula": "C76H67Cl6CuF12N13O30S4", "method": "the ωB97M-V functional and the def2-TZVPD basis", "elements": ["Cu", "C", "F", "F", "F", "S", "O", "O", "N", "S", "O", "O", "C", "F", "F", "F", "C", "F", "F", "F", "S", "O", "O", "N", "S", "O", "O", "C", "F", "F", "F", "Cl", "C", "C", "Cl", "H", "H", "H", "H", "Cl", "C", "C", "Cl", "H", "H", "H", "H", "Cl", "C", "C", "Cl", "H", "H", "H", "H", "C", "C", "C", "C", "C", "C", "N", "O", "O", "H", "H", "H", "H", "H", "C", "C", "C", "C", "C", "C", "N", "O", "O", "H", "H", "H", "H", "H", "C", "C", "C", "C", "C", "C", "N", "O", "O", "H", "H", "H", "H", "H", "C", "C", "C", "C", "C", "C", "N", "O", "O", "H", "H", "H", "H", "H", "C", "C", "C", "C", "C", "C", "N", "O", "O", "H", "H", "H", "H", "H", "C", "C", "C", "C", "C", "C", "N", "O", "O", "H", "H", "H", "H", "H", "C", "C", "C", "C", "C", "C", "N", "O", "O", "H", "H", "H", "H", "H", "C", "C", "C", "C", "C", "C", "N", "O", "O", "H", "H", "H", "H", "H", "C", "C", "C", "C", "C", "C", "N", "O", "O", "H", "H", "H", "H", "H", "C", "C", "C", "C", "C", "C", "N", "O", "O", "H", "H", "H", "H", "H", "C", "C", "C", "C", "C", "C", "N", "O", "O", "H", "H", "H", "H", "H"], "coordinates": [[0.44, -1.46, 2.88], [2.41, -0.21, 6.23], [2.07, 0.69, 5.31], [3.53, -0.85, 5.85], [2.61, 0.34, 7.41], [0.92, -1.46, 6.29], [1.11, -2.19, 7.59], [-0.26, -0.59, 6.30], [1.06, -2.22, 4.70], [1.78, -3.53, 5.01], [2.27, -4.07, 3.71], [2.83, -3.46, 6.05], [0.39, -4.71, 5.62], [0.92, -5.63, 6.34], [-0.49, -4.14, 6.45], [-0.20, -5.39, 4.57], [1.97, -0.07, -0.95], [1.31, -1.13, -1.52], [2.90, -0.61, -0.20], [2.41, 0.82, -1.88], [0.72, 0.67, 0.32], [1.55, 1.22, 1.37], [0.05, 1.77, -0.36], [-0.20, -0.70, 1.03], [-1.41, -0.92, -0.02], [-1.17, -0.35, -1.35], [-1.85, -2.32, 0.02], [-2.92, 0.10, 0.77], [-2.52, 1.34, 1.15], [-3.87, 0.16, -0.17], [-3.39, -0.57, 1.83], [-4.97, 2.95, 1.26], [-4.88, 3.80, 2.87], [-5.22, 2.65, 3.79], [-4.74, 2.99, 5.46], [-5.52, 4.67, 2.91], [-3.84, 4.14, 2.92], [-4.85, 1.67, 3.48], [-6.29, 2.48, 3.69], [1.92, 2.44, -5.29], [2.83, 3.94, -5.32], [3.86, 4.03, -4.16], [4.37, 5.70, -4.03], [2.03, 4.66, -5.13], [3.33, 3.94, -6.28], [4.78, 3.45, -4.23], [3.46, 3.84, -3.17], [-1.52, 0.47, -5.25], [-0.08, -0.50, -4.89], [0.16, -1.28, -6.15], [-0.79, -2.74, -6.15], [-0.29, -1.20, -4.09], [0.73, 0.21, -4.68], [1.21, -1.55, -6.09], [-0.06, -0.71, -7.06], [0.80, 6.20, 1.33], [-0.07, 5.16, 0.99], [-1.32, 5.54, 0.50], [-1.67, 6.91, 0.43], [-0.78, 7.88, 0.91], [0.46, 7.53, 1.37], [-2.99, 7.38, -0.06], [-3.85, 6.62, -0.56], [-3.22, 8.62, 0.12], [1.82, 5.95, 1.57], [0.14, 4.10, 1.05], [-2.07, 4.83, 0.20], [-1.01, 8.93, 1.01], [1.15, 8.31, 1.62], [7.52, -2.04, 0.96], [6.23, -2.63, 0.76], [5.08, -2.07, 1.24], [5.13, -0.93, 2.02], [6.38, -0.34, 2.28], [7.51, -0.85, 1.69], [3.93, -0.33, 2.64], [2.87, -0.92, 2.69], [4.06, 0.86, 3.04], [8.43, -2.54, 0.67], [6.28, -3.57, 0.21], [4.18, -2.64, 1.06], [6.45, 0.48, 2.98], [8.48, -0.45, 1.93], [5.29, 2.03, -0.31], [6.52, 2.09, -1.03], [6.97, 3.33, -1.42], [6.34, 4.52, -1.12], [5.05, 4.37, -0.49], [4.52, 3.15, -0.10], [6.92, 5.84, -1.53], [6.47, 6.83, -1.03], [7.99, 5.79, -2.15], [5.00, 1.06, 0.05], [7.03, 1.14, -1.05], [7.97, 3.36, -1.82], [4.42, 5.22, -0.27], [3.58, 3.01, 0.41], [6.24, 1.57, -7.83], [5.01, 1.59, -7.10], [5.04, 1.14, -5.73], [6.20, 0.72, -5.11], [7.37, 0.63, -5.92], [7.39, 1.09, -7.26], [6.23, 0.17, -3.75], [7.29, -0.14, -3.29], [5.15, -0.14, -3.27], [6.32, 1.94, -8.84], [4.09, 2.01, -7.46], [4.17, 1.07, -5.11], [8.27, 0.24, -5.48], [8.29, 0.97, -7.85], [0.75, 5.31, 4.91], [1.54, 4.39, 4.26], [1.04, 3.12, 4.01], [-0.29, 2.76, 4.38], [-1.16, 3.76, 4.85], [-0.61, 4.99, 5.14], [-0.86, 1.50, 4.03], [-0.07, 0.66, 3.55], [-2.04, 1.22, 4.18], [1.20, 6.26, 5.16], [2.56, 4.61, 4.01], [1.75, 2.40, 3.64], [-2.20, 3.58, 5.07], [-1.33, 5.66, 5.58], [4.76, -3.37, -3.75], [4.40, -3.78, -2.43], [4.27, -5.14, -2.11], [4.55, -6.14, -3.03], [4.95, -5.73, -4.30], [4.99, -4.34, -4.70], [4.53, -7.60, -2.61], [5.12, -8.38, -3.33], [3.97, -7.94, -1.56], [4.79, -2.34, -4.08], [4.18, -3.11, -1.61], [4.11, -5.51, -1.10], [5.23, -6.44, -5.07], [5.23, -4.10, -5.72], [-1.74, -7.61, -0.51], [-1.79, -7.27, 0.84], [-1.20, -6.11, 1.34], [-0.52, -5.25, 0.43], [-0.50, -5.57, -0.95], [-1.08, -6.73, -1.42], [0.27, -4.08, 0.93], [1.15, -3.63, 0.24], [0.03, -3.50, 2.03], [-2.07, -8.58, -0.86], [-2.38, -7.86, 1.52], [-1.37, -5.85, 2.37], [-0.06, -4.92, -1.70], [-1.11, -7.04, -2.45], [-2.15, 4.55, -3.62], [-3.39, 5.10, -3.89], [-4.57, 4.42, -3.51], [-4.41, 3.24, -2.74], [-3.13, 2.82, -2.33], [-1.98, 3.43, -2.79], [-5.65, 2.52, -2.32], [-6.62, 3.18, -2.01], [-5.57, 1.29, -2.09], [-1.34, 5.16, -4.01], [-3.47, 5.95, -4.56], [-5.48, 4.87, -3.86], [-2.94, 2.00, -1.64], [-1.01, 3.15, -2.41], [-6.10, -0.65, 5.72], [-6.38, -1.78, 4.93], [-5.33, -2.56, 4.43], [-4.01, -2.11, 4.63], [-3.77, -1.08, 5.56], [-4.80, -0.34, 6.08], [-2.84, -2.81, 4.03], [-1.94, -2.14, 3.59], [-2.83, -4.05, 4.07], [-6.93, -0.18, 6.23], [-7.41, -2.08, 4.82], [-5.51, -3.47, 3.87], [-2.76, -0.72, 5.75], [-4.55, 0.46, 6.76], [-8.08, -0.29, -0.02], [-7.22, -0.82, 0.90], [-7.41, -2.09, 1.41], [-8.52, -2.91, 1.02], [-9.37, -2.35, 0.07], [-9.16, -1.05, -0.44], [-8.68, -4.26, 1.51], [-9.50, -5.03, 1.03], [-7.92, -4.64, 2.39], [-8.03, 0.64, -0.56], [-6.38, -0.24, 1.24], [-6.68, -2.56, 2.06], [-10.20, -2.87, -0.38], [-9.93, -0.66, -1.09], [-4.12, -1.88, -3.68], [-3.18, -2.87, -3.44], [-3.36, -3.71, -2.35], [-4.42, -3.51, -1.43], [-5.38, -2.55, -1.75], [-5.17, -1.71, -2.88], [-4.60, -4.44, -0.31], [-4.06, -5.54, -0.48], [-5.12, -4.06, 0.75], [-4.11, -1.23, -4.54], [-2.36, -3.00, -4.14], [-2.70, -4.52, -2.09], [-6.23, -2.53, -1.08], [-5.88, -0.94, -3.15]], "mulliken_spin": [0.872, 0.000, 0.002, 0.000, 0.000, -0.004, 0.007, -0.001, 0.032, -0.006, 0.001, 0.009, 0.004, 0.000, 0.000, 0.001, 0.006, -0.001, 0.000, 0.000, 0.002, 0.011, 0.003, 0.054, 0.013, 0.006, -0.002, 0.002, -0.001, 0.000, 0.000, 0.000, 0.000, 0.000, 0.000, 0.000, 0.000, 0.000, 0.000, 0.000, 0.000, 0.000, 0.000, 0.000, 0.000, 0.000, 0.000, 0.000, 0.000, 0.000, 0.000, 0.001, 0.000, 0.000, 0.000, -0.001, 0.000, 0.001, 0.000, 0.000, 0.000, 0.000, 0.000, 0.000, 0.000, 0.001, 0.000, 0.000, 0.000, 0.000, 0.000, 0.002, -0.001, 0.000, 0.000, 0.002, -0.006, -0.001, 0.000, 0.000, 0.000, 0.000, 0.000, 0.000, 0.000, 0.000, 0.000, 0.000, 0.000, 0.000, 0.000, 0.000, 0.000, 0.000, 0.000, 0.000, 0.000, 0.000, 0.000, 0.000, 0.000, 0.000, 0.000, 0.000, 0.000, 0.000, 0.000, 0.000, 0.000, 0.000, 0.000, 0.000, 0.001, 0.002, 0.002, 0.000, 0.000, 0.000, -0.042, -0.001, 0.000, 0.000, -0.001, 0.000, 0.000, 0.000, -0.001, 0.000, 0.000, 0.000, 0.000, 0.000, 0.000, 0.000, 0.000, 0.000, 0.000, 0.000, 0.000, -0.001, 0.000, 0.002, 0.001, 0.000, 0.001, 0.008, -0.004, 0.024, 0.000, 0.000, 0.001, 0.000, 0.000, 0.000, 0.000, 0.000, 0.000, 0.001, -0.001, 0.000, 0.000, 0.000, 0.000, 0.000, 0.000, -0.001, 0.001, -0.001, 0.000, -0.001, 0.001, -0.001, 0.001, 0.002, 0.000, 0.000, 0.000, 0.000, 0.000, 0.000, 0.000, 0.000, -0.001, 0.001, 0.000, 0.000, 0.000, 0.000, 0.000, 0.000, 0.000, 0.000, 0.000, 0.000, 0.000, 0.000, 0.000, 0.000, 0.001, 0.000, 0.000, 0.000, 0.000, 0.000, 0.000, 0.000, 0.000, 0.000, 0.000], "gap_ev": [7.83, 5.76], "spin_multiplicity": 2, "e_homo_ev": [-9.41, -9.41], "energy_ha": -13096.81774}